No. 1
{
  "formula": "C56H70BF2GeMnN5O2P3",
  "method": "the ωB97M-V functional and the def2-TZVPD basis",
  "elements": ["Mn", "C", "C", "C", "P", "C", "N", "Ge", "N", "C", "P", "C", "C", "C", "C", "C", "C", "C", "C", "C", "C", "C", "C", "N", "C", "C", "C", "C", "C", "C", "C", "C", "C", "C", "C", "C", "N", "C", "P", "C", "C", "C", "C", "C", "C", "C", "C", "C", "H", "H", "H", "H", "H", "H", "H", "H", "H", "H", "H", "H", "H", "H", "H", "H", "H", "H", "H", "H", "H", "H", "H", "H", "H", "H", "H", "H", "H", "H", "H", "H", "H", "H", "H", "H", "H", "H", "H", "H", "H", "H", "H", "H", "H", "H", "H", "H", "H", "H", "H", "H", "H", "H", "H", "H", "H", "H", "H", "H", "F", "C", "C", "C", "C", "C", "F", "C", "C", "C", "C", "C", "C", "N", "H", "H", "H", "H", "H", "H", "O", "B", "O", "C", "C", "C", "C", "C", "C", "H", "H", "H", "H"],
  "positions_angstrom": [[1.4473, 0.2319, -0.8534], [-2.8320, -3.7320, -2.2513], [-3.2549, -2.5272, -1.3996], [-4.7508, -2.5669, -1.1013], [-2.1080, -2.3067, 0.0658], [-2.8361, -0.6704, 0.6620], [-2.1360, 0.0585, 1.7003], [-0.2514, 0.6336, 1.3088], [-0.5719, 2.5736, 0.8750], [-0.2512, 3.0067, -0.4631], [-1.0347, 1.8940, -1.7334], [-2.7865, 2.5623, -1.6881], [-3.7483, 1.6363, -2.4411], [-2.9894, 4.0045, -2.1442], [-0.2074, 2.5450, -3.2903], [-0.9895, 2.1245, -4.5365], [0.1752, 4.0226, -3.3494], [-1.4052, 3.3109, 1.6608], [-2.0409, 4.5128, 1.3070], [-2.9132, 5.1432, 2.1782], [-3.1950, 4.6008, 3.4212], [-2.5522, 3.4311, 3.8024], [-1.6512, 2.8166, 2.9538], [-0.8854, 1.6406, 3.3325], [-1.7589, 0.6636, 3.9426], [-1.9337, 0.5095, 5.3019], [-2.9405, -0.3227, 5.7805], [-3.7748, -0.9583, 4.8752], [-3.5696, -0.8437, 3.5086], [-2.5142, -0.0696, 3.0076], [0.3057, 1.9233, 4.0891], [0.4252, 2.9338, 5.0237], [1.6010, 3.0852, 5.7486], [2.6469, 2.2038, 5.5300], [2.5500, 1.2119, 4.5677], [1.3825, 1.0654, 3.7991], [1.2292, 0.1835, 2.7646], [2.4533, -0.4459, 2.3397], [2.3975, -1.2669, 0.6894], [4.2223, -1.5326, 0.4295], [4.4933, -2.1109, -0.9668], [4.9675, -2.3147, 1.5067], [1.5711, -2.8824, 1.1165], [1.9574, -4.0294, 0.1793], [1.7225, -3.3270, 2.5711], [-2.7469, -3.5324, 1.3300], [-2.8050, -4.9517, 0.7599], [-1.7810, -3.5419, 2.5207], [-3.1909, -3.6198, -3.2770], [-3.2357, -4.6648, -1.8593], [-1.7454, -3.8269, -2.2825], [-3.0424, -1.6273, -1.9892], [-5.0083, -3.3951, -0.4387], [-5.3013, -2.7075, -2.0357], [-5.1047, -1.6427, -0.6422], [-3.8795, -0.8198, 0.9474], [-2.8229, -0.0577, -0.2465], [0.8268, 2.9152, -0.6338], [-0.5083, 4.0518, -0.6315], [-3.0202, 2.5023, -0.6173], [-3.6328, 1.7504, -3.5204], [-4.7836, 1.8768, -2.1888], [-3.5726, 0.5887, -2.1921], [-2.8169, 4.1050, -3.2164], [-2.3375, 4.7027, -1.6216], [-4.0212, 4.3046, -1.9439], [0.7228, 1.9722, -3.2792], [-1.8415, 2.7849, -4.7068], [-1.3525, 1.1039, -4.4362], [-0.3516, 2.1716, -5.4233], [-0.6942, 4.6767, -3.3101], [0.6935, 4.2125, -4.2941], [0.8550, 4.3017, -2.5436], [-1.8529, 4.9741, 0.3481], [-3.3835, 6.0715, 1.8771], [-3.8860, 5.0887, 4.0955], [-2.7530, 2.9966, 4.7729], [-1.3015, 1.0549, 5.9909], [-3.0845, -0.4457, 6.8456], [-4.5890, -1.5733, 5.2393], [-4.2196, -1.3903, 2.8379], [-0.3979, 3.6146, 5.1888], [1.6932, 3.8791, 6.4776], [3.5578, 2.2945, 6.1093], [3.3859, 0.5421, 4.4158], [2.7704, -1.2062, 3.0615], [3.2742, 0.2845, 2.2585], [4.5883, -0.4989, 0.4370], [4.3401, -3.1899, -0.9797], [5.5245, -1.9129, -1.2663], [3.8236, -1.6682, -1.7061], [4.6601, -3.3612, 1.5227], [4.8203, -1.8908, 2.5003], [6.0373, -2.2850, 1.2872], [0.5191, -2.6345, 0.9434], [2.9319, -4.4401, 0.4536], [1.9850, -3.7127, -0.8565], [1.2219, -4.8324, 0.2715], [2.7688, -3.4538, 2.8541], [1.2344, -4.2978, 2.6854], [1.2425, -2.6323, 3.2610], [-3.7475, -3.2239, 1.6472], [-1.8839, -5.1820, 0.2166], [-3.6486, -5.1014, 0.0874], [-2.9005, -5.6712, 1.5768], [-0.8417, -4.0061, 2.2140], [-2.1976, -4.1298, 3.3417], [-1.5580, -2.5470, 2.8952], [3.6438, 4.0284, 2.3874], [3.7205, 3.3628, 1.2315], [2.7963, 2.3767, 0.9572], [2.8335, 1.6494, -0.2349], [3.8561, 1.9857, -1.1560], [4.7566, 3.0024, -0.8416], [5.7162, 3.3805, -1.7167], [4.7196, 3.7036, 0.3428], [3.8439, 1.2723, -2.4406], [4.8898, 1.2819, -3.3661], [4.7688, 0.6022, -4.5620], [3.5885, -0.0769, -4.8248], [2.6026, -0.0617, -3.8638], [2.7113, 0.5724, -2.6897], [2.0242, 2.2133, 1.6981], [5.4296, 4.4920, 0.5455], [5.7977, 1.8167, -3.1479], [5.5719, 0.6103, -5.2866], [3.4225, -0.6128, -5.7485], [1.6720, -0.5735, -4.0645], [1.1144, -2.5204, -2.5041], [0.5730, -1.3106, -2.0283], [-0.4678, -0.9548, -2.9172], [-0.5281, -1.9084, -3.8954], [-1.3643, -2.0067, -4.9873], [-1.1858, -3.1063, -5.8228], [-0.2101, -4.0630, -5.5663], [0.6303, -3.9587, -4.4615], [0.4457, -2.8672, -3.6417], [-2.1363, -1.2741, -5.1827], [-1.8226, -3.2180, -6.6904], [-0.1029, -4.9088, -6.2323], [1.3896, -4.6978, -4.2424]],
  "atomic_forces_ev_per_a": [[-0.31, 0.31, -0.35], [-0.02, 0.07, -0.02], [0.21, -0.13, 0.08], [0.03, 0.09, -0.05], [-0.39, 0.03, 0.12], [0.23, -0.16, -0.08], [0.93, -0.07, -0.52], [-0.06, 0.63, 0.26], [0.36, -0.68, 0.10], [0.01, -0.20, -0.18], [0.01, 0.81, -0.06], [0.09, -0.21, -0.16], [0.05, 0.03, 0.08], [-0.02, -0.05, 0.07], [-0.26, -0.05, 0.12], [0.14, 0.01, 0.05], [0.08, -0.06, -0.02], [-0.07, 0.03, 0.15], [0.04, 0.04, -0.07], [-0.02, -0.03, 0.07], [-0.05, 0.09, 0.07], [0.07, -0.08, -0.03], [-0.05, 0.16, -0.03], [-0.26, 0.17, 0.28], [-0.10, -0.15, 0.03], [0.06, 0.05, -0.09], [-0.08, -0.04, 0.04], [0.06, 0.03, 0.15], [0.04, -0.09, -0.16], [0.01, -0.11, 0.28], [0.18, 0.00, 0.04], [-0.08, -0.04, -0.09], [0.12, -0.01, 0.05], [-0.07, 0.11, 0.06], [-0.01, -0.11, -0.12], [0.04, 0.12, 0.31], [-0.84, -0.01, -0.83], [0.01, 0.18, -0.15], [0.68, -0.95, 0.90], [-0.16, -0.06, -0.17], [-0.06, 0.09, 0.13], [-0.01, 0.07, -0.02], [0.08, 0.07, -0.15], [-0.02, 0.12, 0.07], [-0.06, 0.04, -0.02], [0.19, 0.04, -0.12], [-0.10, 0.07, 0.04], [-0.15, 0.00, -0.12], [0.00, -0.02, 0.01], [0.01, 0.04, -0.04], [0.01, -0.05, -0.07], [0.02, 0.01, 0.00], [0.00, 0.00, -0.01], [-0.06, 0.01, 0.04], [-0.02, -0.03, -0.02], [0.00, 0.10, -0.07], [-0.09, -0.01, 0.01], [0.01, 0.21, 0.01], [0.09, -0.01, 0.03], [0.03, -0.03, 0.01], [-0.01, -0.03, 0.00], [-0.01, 0.00, -0.02], [-0.04, -0.02, -0.03], [-0.03, 0.02, 0.01], [-0.02, 0.01, -0.08], [0.00, 0.03, 0.00], [0.08, -0.02, -0.07], [-0.01, -0.04, 0.00], [-0.07, -0.12, -0.06], [-0.02, 0.03, 0.00], [0.03, 0.01, -0.01], [0.00, 0.05, 0.01], [-0.03, 0.02, 0.00], [-0.03, -0.05, 0.06], [0.00, -0.01, -0.03], [-0.01, -0.03, -0.01], [0.01, -0.05, 0.02], [0.03, 0.03, -0.02], [0.00, 0.01, -0.01], [0.00, -0.01, -0.03], [0.06, 0.02, 0.02], [-0.05, 0.00, -0.03], [-0.02, -0.01, 0.00], [0.01, 0.00, -0.02], [-0.01, 0.04, 0.00], [0.11, 0.06, -0.04], [-0.01, -0.07, 0.03], [-0.03, 0.01, 0.01], [-0.01, 0.00, -0.03], [0.00, 0.00, 0.00], [0.07, -0.05, -0.10], [0.01, 0.01, 0.02], [0.02, -0.04, 0.01], [0.01, -0.04, 0.04], [-0.03, -0.05, -0.06], [-0.01, -0.01, -0.01], [0.01, -0.07, -0.11], [0.01, -0.01, 0.00], [-0.02, 0.01, 0.03], [0.04, 0.00, 0.03], [0.02, -0.03, 0.03], [0.04, -0.04, 0.06], [-0.02, -0.06, 0.00], [0.05, -0.01, 0.03], [0.01, -0.01, 0.00], [-0.04, -0.01, 0.02], [0.01, 0.01, 0.02], [0.03, 0.14, 0.09], [-0.01, 0.10, 0.15], [0.04, -0.07, -0.21], [-0.17, -0.11, 0.07], [0.32, 0.61, 0.41], [-0.22, -0.16, 0.01], [-0.04, 0.02, 0.12], [0.04, -0.03, -0.09], [0.03, -0.01, -0.03], [-0.05, -0.03, -0.05], [0.14, -0.03, -0.08], [-0.21, -0.04, 0.08], [0.06, 0.02, -0.07], [-0.20, -0.08, -0.05], [-0.04, -0.02, 0.10], [0.04, 0.00, -0.01], [0.00, -0.01, 0.01], [-0.02, 0.02, 0.05], [0.05, 0.01, 0.04], [0.01, 0.01, 0.00], [0.01, 0.03, 0.06], [0.34, -0.03, 0.33], [-0.43, -0.36, -0.45], [-0.22, 0.11, -0.03], [0.25, -0.35, -0.01], [-0.09, 0.17, 0.07], [0.01, -0.04, -0.03], [-0.02, -0.02, -0.02], [0.11, -0.01, 0.17], [-0.30, 0.17, -0.14], [0.02, 0.04, 0.03], [-0.01, 0.00, 0.01], [0.00, 0.01, -0.01], [-0.01, -0.01, -0.02]],
  "lumo_ev": [-0.46, -0.49],
  "total_charge": 0,
  "spin_multiplicity": 5,
  "mol_weight_g_mol": 1114.49,
  "s2": 6.14
}


No. 2
{
  "formula": "C19H23F6MoO2",
  "method": "the ωB97M-V functional and the def2-TZVPD basis",
  "elements": ["Mo", "C", "C", "C", "H", "C", "C", "H", "H", "H", "H", "C", "C", "C", "H", "C", "C", "H", "H", "H", "H", "O", "C", "C", "C", "C", "C", "H", "H", "H", "H", "H", "H", "H", "H", "H", "H", "C", "C", "O", "C", "F", "F", "F", "C", "F", "F", "F", "H", "H", "H"],
  "positions_angstrom": [[0.0853, 0.3806, -0.2992], [-0.0931, 2.3980, 0.9267], [-1.3900, 2.1790, 0.3694], [-1.8930, 0.9345, 0.8893], [-1.9296, 2.8696, -0.2706], [-0.9169, 0.4016, 1.7822], [0.2193, 1.2974, 1.7794], [1.1221, 1.1956, 2.3624], [0.5046, 3.2797, 0.7956], [-2.8794, 0.5066, 0.7225], [-1.0516, -0.4985, 2.3809], [1.8267, -0.9985, -1.1563], [2.0640, -0.5757, 0.1998], [1.1369, -1.2883, 1.0346], [2.8521, 0.0864, 0.5403], [0.3019, -2.0815, 0.1969], [0.7116, -1.8941, -1.1563], [0.2993, -2.4076, -2.0317], [2.4544, -0.7598, -2.0084], [1.1514, -1.2999, 2.1230], [-0.4458, -2.8062, 0.5368], [-1.0305, 0.3206, -2.3113], [-3.1598, -2.9162, -0.2650], [-3.2842, -1.7934, -1.0534], [-3.4517, -2.8608, 1.1717], [-2.6210, -4.1756, -0.8241], [-2.2463, -0.0241, -2.1504], [-3.8594, -0.9305, -0.6262], [-3.4874, -2.0018, -2.1388], [-2.7747, -0.3038, -3.0591], [-2.8065, 0.6950, -1.5166], [-4.0614, -3.7093, 1.4613], [-4.0102, -1.9600, 1.3991], [-2.5526, -2.8838, 1.7853], [-3.4153, -4.9030, -0.9653], [-1.8891, -4.6314, -0.1635], [-2.1761, -4.0112, -1.8033], [1.2444, 1.3662, -3.3978], [1.5086, 2.3220, -2.2690], [1.4764, 1.8251, -1.0098], [2.9758, 2.9107, -2.4916], [3.1705, 3.4318, -3.7351], [3.3321, 3.8715, -1.6097], [3.8466, 1.8836, -2.3651], [0.5294, 3.5309, -2.3863], [0.5559, 4.1275, -3.5896], [-0.7675, 3.0902, -2.2429], [0.7183, 4.4802, -1.4473], [1.8984, 0.5120, -3.2882], [1.4303, 1.8546, -4.3399], [0.2263, 1.0070, -3.3805]],
  "atomic_forces_ev_per_a": [[-0.59, 1.90, -1.60], [-1.45, -0.62, 1.02], [0.66, -0.51, 0.58], [0.18, -0.25, 0.18], [0.28, -0.37, -0.02], [0.11, 0.74, 0.18], [-0.75, 0.50, 0.35], [-0.05, 0.04, -0.02], [0.24, -0.16, -0.35], [0.38, 0.17, -0.04], [0.20, 0.31, -0.31], [-0.62, -0.88, 0.42], [-0.26, -0.51, 0.26], [0.79, -1.69, -0.40], [-0.14, -0.15, -0.16], [0.24, -0.18, 0.54], [0.81, 0.05, 0.08], [0.06, 0.47, 0.47], [-0.40, 0.18, 0.30], [-0.18, 0.15, -0.40], [0.18, 0.59, -0.22], [1.92, -0.57, 0.90], [0.48, 1.65, -1.08], [-2.17, -0.72, -0.52], [-0.03, 0.09, 0.45], [-0.08, -0.22, -0.32], [-0.97, 1.41, 0.17], [0.58, -0.90, -0.46], [0.51, 0.35, 1.07], [-0.27, -0.37, -0.28], [-0.39, -0.55, -0.02], [-0.20, -0.34, 0.22], [-0.04, 0.21, 0.21], [0.24, -0.02, 0.28], [-0.26, -0.39, 0.05], [0.30, -0.14, 0.09], [0.15, 0.00, -0.01], [0.13, -0.05, -0.52], [0.71, 1.44, 0.25], [-0.08, -0.19, -0.62], [-0.58, -0.49, 0.06], [0.04, -0.09, 0.47], [-0.03, -0.46, -0.32], [0.07, 0.45, 0.03], [-1.17, -0.77, 0.07], [0.19, 0.34, -0.08], [1.04, 0.55, -0.10], [-0.04, -0.16, -0.26], [0.13, 0.01, -0.15], [0.18, 0.11, -0.47], [-0.03, 0.05, 0.03]],
  "lumo_ev": [3.13, 3.07],
  "total_charge": -1,
  "relative_energy_ev": 0.597,
  "spin_multiplicity": 3,
  "mol_weight_g_mol": 493.32,
  "s2": 2.04
}